DFT (the ωB97M-V functional and the def2-TZVPD basis) results for an isolated molecule of C3H7N3O2 at a distorted geometry.

Each line ends with the Mulliken charge.
Cartesian coordinates (Å):
C1 -0.62943 -0.67016 -0.24735  0.59
C2 0.60581 0.31786 0.03664  0.44
C3 0.68588 0.64466 1.51672  -0.40
H1 -2.19193 -0.83547 -1.49138  0.28
H2 -0.93946 0.14670 -1.99323  0.28
H3 -1.89387 -1.85570 0.64565  0.22
H4 -0.27745 0.99796 2.02288  0.22
H5 1.30588 1.51580 1.59042  0.35
H6 0.53655 -1.12129 1.89393  0.35
H7 1.60847 1.41399 -2.55596  0.37
N1 -1.18025 -0.73577 -1.52418  -0.51
N2 -1.03371 -1.31876 0.79480  -0.69
N3 1.12126 1.17547 -0.75938  -0.53
O1 1.19822 -0.38929 2.18106  -0.55
O2 1.08403 0.71400 -2.11063  -0.43

Atoms 1-3, force components in eV/Å:
C 1.2 -0.7 0.9
C -3.3 0.7 -0.1
C -1.6 2.9 -0.5

HOMO ... -9.9 eV
Energy ... -11787.1102 eV
Orbital gap ... 10.23 eV